# 1
Molecular formula: C18H16BrCuN2O2Si
Method: DFT, the ωB97M-V functional and the def2-TZVPD basis

## Properties
HOMO-LUMO gap (alpha / beta): 7.039 / 7.626 eV
2S+1: 2
total charge: -1

Last column: natural (NBO) charge in e.
Geometry (Å):
1 Cu 1.020 1.398 -2.566  0.95
2 O 2.497 -0.088 -2.619  -0.55
3 N 2.970 -0.451 -1.524  0.16
4 N 2.496 0.223 -0.507  0.10
5 O 1.708 1.296 -0.562  -0.68
6 C 3.002 -0.140 0.797  0.10
7 C 2.363 0.453 1.881  -0.18
8 C 2.817 0.184 3.147  -0.22
9 C 3.929 -0.629 3.307  -0.24
10 C 4.570 -1.169 2.253  -0.21
11 C 4.143 -0.895 0.958  -0.23
12 H 1.485 1.120 1.711  0.25
13 H 2.363 0.581 4.063  0.21
14 H 4.305 -0.926 4.308  0.20
15 H 5.475 -1.842 2.438  0.21
16 H 4.626 -1.347 0.112  0.24
17 C -3.254 2.667 1.718  -0.22
18 C -1.885 2.602 1.567  -0.22
19 C -1.340 2.183 0.383  -0.21
20 C -2.121 1.735 -0.691  -0.44
21 C -3.495 1.969 -0.578  -0.19
22 C -4.056 2.427 0.600  -0.22
23 Si -1.250 0.871 -2.088  0.79
24 C -1.451 -0.996 -1.699  -0.39
25 C -2.369 -1.792 -2.374  -0.23
26 C -2.382 -3.150 -2.117  -0.21
27 C -1.511 -3.729 -1.220  -0.24
28 C -0.673 -2.911 -0.484  -0.20
29 C -0.575 -1.554 -0.735  -0.22
30 H -3.754 2.852 2.685  0.20
31 H -1.275 3.027 2.363  0.20
32 H -0.239 2.078 0.283  0.24
33 H -4.117 1.758 -1.358  0.20
34 H -5.157 2.484 0.623  0.20
35 H -2.305 0.883 -3.168  -0.22
36 H -2.954 -1.341 -3.158  0.22
37 H -3.063 -3.842 -2.597  0.19
38 H -1.626 -4.810 -0.990  0.20
39 H 0.025 -3.357 0.188  0.20
40 H 0.182 -0.983 -0.211  0.22
41 Br 0.879 3.165 -4.141  -0.74



# 2
Molecular formula: C18H16F3N3NiO6S
Method: DFT, the ωB97M-V functional and the def2-TZVPD basis

## Properties
relative energy (zero: lowest compared OMol25 entry of this formula, charge and spin): 93.1 kJ/mol
HOMO-LUMO gap (alpha / beta): 7.309 / 6.801 eV

Last column: natural (NBO) charge in e.
Geometry (Å):
1 Ni -0.147 0.812 -0.395  1.19
2 C -1.975 2.019 0.782  -0.25
3 C -1.385 2.087 2.045  -0.25
4 C -0.324 2.948 2.273  -0.14
5 C 0.152 3.756 1.247  -0.21
6 C -0.430 3.704 -0.008  -0.18
7 C -1.492 2.829 -0.256  -0.31
8 H -2.865 1.420 0.634  0.25
9 H -1.777 1.482 2.852  0.23
10 H 0.127 2.996 3.256  0.22
11 H 0.977 4.433 1.424  0.23
12 H -0.074 4.357 -0.792  0.24
13 H -2.015 2.864 -1.203  0.25
14 S 1.482 -1.314 -0.766  -0.13
15 C 0.987 -1.360 -2.383  0.32
16 N -0.268 -1.553 -2.789  -0.58
17 C -0.390 -1.517 -4.242  -0.23
18 C 1.080 -1.411 -4.701  -0.23
19 N 1.797 -1.271 -3.436  -0.58
20 H -1.039 -1.520 -2.135  0.46
21 H -0.981 -0.658 -4.565  0.21
22 H -0.868 -2.424 -4.609  0.21
23 H 1.252 -0.550 -5.345  0.22
24 H 1.408 -2.310 -5.227  0.20
25 H 2.762 -1.001 -3.359  0.44
26 F 0.105 1.680 -3.017  -0.37
27 C 1.349 2.278 -2.964  0.87
28 F 1.899 2.006 -4.145  -0.32
29 F 1.121 3.590 -2.923  -0.32
30 C 2.225 1.736 -1.731  0.71
31 O 3.386 1.550 -2.009  -0.59
32 O 1.622 1.632 -0.611  -0.80
33 O -3.040 -1.751 0.561  -0.61
34 C -1.916 -1.301 0.663  0.78
35 O -1.342 -0.654 -0.318  -0.86
36 C -1.138 -1.635 1.942  -0.15
37 C -0.014 -0.950 2.397  -0.13
38 C 0.654 -1.355 3.538  -0.20
39 C 0.190 -2.466 4.222  0.02
40 C -0.943 -3.146 3.812  -0.19
41 C -1.607 -2.720 2.676  -0.16
42 N 0.922 -2.935 5.402  0.53
43 O 0.531 -3.952 5.943  -0.37
44 O 1.877 -2.279 5.775  -0.37
45 H 0.373 -0.086 1.883  0.20
46 H 1.532 -0.834 3.890  0.25
47 H -1.284 -3.999 4.379  0.25
48 H -2.497 -3.229 2.334  0.25



# 3
Molecular formula: C18H16LiNO3
Method: DFT, the ωB97M-V functional and the def2-TZVPD basis

## Properties
relative energy (zero: lowest compared OMol25 entry of this formula, charge and spin): 175.9 kJ/mol
HOMO-LUMO gap (alpha / beta): 3.516 / 4.236 eV
2S+1: 2
total charge: -1

Last column: natural (NBO) charge in e.
Geometry (Å):
1 C 5.503 -0.858 -0.377  -0.25
2 O 4.507 -1.769 -0.890  -0.52
3 C 3.289 -1.275 -1.226  0.18
4 C 2.291 -2.225 -1.572  -0.25
5 C 0.994 -1.822 -1.752  -0.24
6 C 0.610 -0.456 -1.578  -0.02
7 C -0.780 -0.129 -1.563  -0.62
8 C -1.328 1.171 -1.300  -0.11
9 N -2.874 1.148 -1.360  0.35
10 O -3.497 2.190 -1.542  -0.59
11 O -3.417 -0.008 -1.331  -0.79
12 C 1.657 0.504 -1.400  -0.35
13 C 2.967 0.105 -1.211  -0.23
14 H 6.349 -1.504 -0.144  0.18
15 H 5.787 -0.116 -1.136  0.17
16 H 5.149 -0.349 0.531  0.17
17 H 2.590 -3.269 -1.649  0.20
18 H 0.226 -2.559 -2.008  0.18
19 H -1.377 -0.759 -2.251  0.17
20 H -1.026 1.979 -1.991  0.18
21 H 1.419 1.571 -1.397  0.20
22 H 3.745 0.848 -1.020  0.19
23 C -1.936 2.600 1.843  -0.29
24 Li -2.436 -1.599 -0.825  0.92
25 C -1.299 2.728 0.644  -0.08
26 C -0.877 1.350 0.113  -0.31
27 C -1.506 0.415 1.141  0.03
28 C -2.122 1.185 2.152  0.03
29 C -2.841 0.540 3.164  -0.24
30 C -2.911 -0.857 3.168  -0.23
31 C -2.243 -1.618 2.197  -0.25
32 C -1.492 -0.976 1.190  -0.30
33 H -2.322 3.386 2.493  0.20
34 H -1.064 3.637 0.087  0.21
35 H 0.212 1.271 0.205  0.26
36 H -3.340 1.144 3.923  0.20
37 H -3.483 -1.365 3.947  0.20
38 H -2.281 -2.709 2.222  0.20
39 H -0.843 -1.550 0.506  0.23



# 4
Molecular formula: C18H16MnNPS4Sb
Method: DFT, the ωB97M-V functional and the def2-TZVPD basis

## Properties
HOMO-LUMO gap (alpha / beta): 6.631 / 6.496 eV
2S+1: 6
total charge: -1

Last column: natural (NBO) charge in e.
Geometry (Å):
1 Mn 1.032 1.696 -0.987  1.10
2 S 3.726 3.130 2.493  -0.81
3 Sb 1.853 2.016 1.936  1.37
4 S 0.473 3.390 0.460  -0.92
5 S 2.435 0.342 0.223  -0.95
6 S 0.472 1.029 3.449  -0.87
7 N -1.031 -0.212 0.767  -0.83
8 C -2.144 0.344 0.213  0.23
9 C -3.229 0.682 1.045  -0.24
10 C -4.410 1.143 0.517  -0.17
11 C -4.576 1.289 -0.864  -0.30
12 C -3.507 1.011 -1.691  -0.11
13 C -2.286 0.567 -1.174  -0.48
14 P -0.803 0.451 -2.189  0.75
15 C -1.294 1.084 -3.824  -0.24
16 C -1.388 2.468 -3.973  -0.22
17 C -1.757 3.018 -5.190  -0.21
18 C -2.021 2.189 -6.274  -0.21
19 C -1.918 0.814 -6.135  -0.20
20 C -1.558 0.260 -4.913  -0.23
21 C -0.492 -1.321 -2.448  -0.27
22 C -1.525 -2.254 -2.415  -0.22
23 C -1.252 -3.600 -2.616  -0.20
24 C 0.052 -4.018 -2.845  -0.20
25 C 1.088 -3.094 -2.860  -0.21
26 C 0.817 -1.749 -2.654  -0.21
27 H -0.215 -0.416 0.210  0.39
28 H -0.762 0.071 1.716  0.44
29 H -3.101 0.570 2.115  0.23
30 H -5.223 1.397 1.186  0.21
31 H -5.512 1.639 -1.277  0.21
32 H -3.608 1.166 -2.759  0.20
33 H -1.179 3.114 -3.127  0.23
34 H -1.832 4.092 -5.295  0.22
35 H -2.303 2.618 -7.228  0.21
36 H -2.119 0.166 -6.979  0.21
37 H -1.480 -0.815 -4.807  0.23
38 H -2.537 -1.923 -2.216  0.23
39 H -2.057 -4.323 -2.583  0.21
40 H 0.264 -5.070 -2.991  0.21
41 H 2.108 -3.422 -3.009  0.22
42 H 1.630 -1.033 -2.621  0.23



# 5
Molecular formula: C18H16N2O2S
Method: DFT, the ωB97M-V functional and the def2-TZVPD basis

## Properties
relative energy (zero: lowest compared OMol25 entry of this formula, charge and spin): 129.0 kJ/mol
HOMO-LUMO gap: 8.411 eV
structure (SMILES): N#Cc1ccccc1Sc1ccccc1C(=O)N1CCOCC1

Last column: natural (NBO) charge in e.
Geometry (Å):
1 N -1.116 1.533 1.420  -0.32
2 C -1.249 0.475 1.845  0.28
3 C -1.394 -0.797 2.438  -0.15
4 C -2.012 -0.871 3.688  -0.15
5 C -2.127 -2.082 4.340  -0.22
6 C -1.620 -3.233 3.752  -0.17
7 C -1.020 -3.174 2.508  -0.22
8 C -0.912 -1.966 1.830  -0.14
9 S -0.084 -1.977 0.261  0.31
10 C -1.063 -0.849 -0.705  -0.06
11 C -2.439 -0.768 -0.544  -0.24
12 C -3.169 0.106 -1.327  -0.20
13 C -2.536 0.880 -2.286  -0.20
14 C -1.171 0.765 -2.474  -0.17
15 C -0.420 -0.093 -1.682  -0.18
16 C 1.037 -0.312 -1.979  0.67
17 O 1.381 -1.126 -2.816  -0.62
18 N 1.912 0.424 -1.266  -0.43
19 C 1.581 1.494 -0.355  -0.26
20 C 2.152 2.808 -0.904  -0.07
21 O 3.540 2.710 -1.125  -0.52
22 C 3.842 1.676 -2.036  -0.08
23 C 3.333 0.325 -1.527  -0.26
24 H -2.388 0.037 4.136  0.23
25 H -2.606 -2.130 5.306  0.22
26 H -1.700 -4.181 4.262  0.22
27 H -0.633 -4.066 2.041  0.23
28 H -2.936 -1.386 0.189  0.22
29 H -4.238 0.173 -1.192  0.22
30 H -3.109 1.561 -2.896  0.22
31 H -0.674 1.343 -3.239  0.22
32 H 0.502 1.577 -0.227  0.25
33 H 2.040 1.282 0.618  0.20
34 H 2.010 3.616 -0.185  0.20
35 H 1.639 3.061 -1.844  0.16
36 H 4.928 1.668 -2.139  0.20
37 H 3.385 1.893 -3.014  0.17
38 H 3.488 -0.458 -2.272  0.25
39 H 3.848 0.062 -0.597  0.20



The calculation returns the following max |F| values, one per record and in order: 2.78 2.86 4.40 0.24 1.10 eV/Å.